This record from the OMol25 dataset describes C4H6O2 in the gas phase. The level of theory is ωB97M-V with the def2-TZVPD basis set.

```
12
Properties=species:S:1:pos:R:3:lowdin_charge:R:1
C -1.036 1.136 -1.462 -0.3005
C -0.036 0.283 0.368 -0.2840
C 0.079 -1.170 0.499 -0.1315
C 1.180 -0.322 0.875 -0.1618
H -1.014 1.862 -2.315 0.1524
H -0.837 1.023 0.854 0.1944
H 0.206 -1.612 -0.482 0.1166
H -0.194 -1.825 1.432 0.1558
H 1.414 -0.347 2.031 0.1529
H 2.048 -0.342 0.249 0.1017
O -2.020 0.528 -1.006 0.0212
O 0.211 0.786 -1.042 -0.0173
```

* energy above the lowest of the compared OMol25 structures with the same formula, charge and spin: 273.14 kJ/mol
* SMILES: O=COC1CC1
* E_HOMO: -0.3871 Eh

This record from the OMol25 dataset describes C4H6O2 in the gas phase. The level of theory is ωB97M-V with the def2-TZVPD basis set.

```
12
Properties=species:S:1:pos:R:3:lowdin_charge:R:1
C -0.800 0.659 1.056 -0.1924
C 0.361 0.417 0.140 -0.2966
C 0.825 -1.033 -0.192 -0.0693
C 0.494 -0.635 -1.652 -0.1510
H -1.571 1.372 0.712 0.1342
H 1.164 1.121 0.407 0.1541
H 0.161 -1.777 0.257 0.1100
H 1.893 -1.253 0.007 0.1152
H 1.439 -0.430 -2.282 0.1310
H -0.275 -1.226 -2.259 0.1303
O -0.967 0.058 2.099 0.0566
O -0.045 0.661 -1.218 -0.1221
```

* energy above the lowest of the compared OMol25 structures with the same formula, charge and spin: 202.31 kJ/mol
* SMILES: O=C[C@H]1CCO1
* E_HOMO: -0.3569 Eh

This record from the OMol25 dataset describes 2 unconnected molecules or ions with the total composition C4H6O2. The level of theory is ωB97M-V with the def2-TZVPD basis set.

```
12
Properties=species:S:1:pos:R:3:lowdin_charge:R:1
O 1.369 1.108 1.610 -0.0144
C 1.507 -0.040 1.268 -0.1670
C 0.331 -0.416 -1.468 0.0467
C -0.707 -0.201 -0.681 -0.4026
C -1.655 0.572 0.065 -0.0277
O -1.585 -0.895 0.072 0.0249
H 2.425 -0.400 0.762 0.0866
H 0.681 -1.422 -1.672 0.0718
H 0.866 0.424 -1.893 0.0705
H 0.736 -0.811 1.460 0.0846
H -1.365 1.043 1.004 0.1122
H -2.531 0.974 -0.438 0.1144
```

* energy above the lowest of the compared OMol25 structures with the same formula, charge and spin: 333.24 kJ/mol
* SMILES: C=C1CO1.C=O
* E_HOMO: -0.3512 Eh

This record from the OMol25 dataset describes 4 unconnected molecules or ions with the total composition C4H6O2. The level of theory is ωB97M-V with the def2-TZVPD basis set.

```
12
Properties=species:S:1:pos:R:3:lowdin_charge:R:1
C 0.156 -1.248 -1.047 -0.0606
C -0.339 -0.939 0.324 -0.5726
C -0.486 0.468 0.870 -0.1863
C 0.374 1.582 0.486 -0.1564
H 2.036 -1.813 -0.922 0.2134
H -0.103 0.405 -1.807 0.2562
H -0.869 -2.548 -1.668 0.2260
H -1.128 0.664 1.776 0.1685
H 0.627 2.454 1.184 0.1438
H 1.200 1.383 -0.134 0.0775
O -0.605 -1.839 1.149 0.0090
O -0.863 1.430 -0.211 -0.1184
```

* energy above the lowest of the compared OMol25 structures with the same formula, charge and spin: 1132.40 kJ/mol
* E_HOMO: -0.3585 Eh

This record from the OMol25 dataset describes C4H6O2 in the gas phase. The level of theory is ωB97M-V with the def2-TZVPD basis set.

```
12
Properties=species:S:1:pos:R:3:lowdin_charge:R:1
C -1.644 -0.143 0.366 -0.2103
C -0.406 -0.708 -0.266 -0.1303
C 0.857 -0.298 0.447 -0.3100
C 2.116 -0.176 -0.308 -0.1126
H -1.760 -0.323 1.548 0.1589
H -0.520 -1.791 -0.210 0.1296
H -0.403 -0.384 -1.315 0.1342
H 0.928 -0.549 1.508 0.1448
H 3.101 -0.328 0.140 0.1125
H 2.065 -0.386 -1.392 0.1196
O -2.509 0.481 -0.323 -0.0010
O 1.392 0.983 0.109 -0.0354
```

* energy above the lowest of the compared OMol25 structures with the same formula, charge and spin: 224.71 kJ/mol
* SMILES: O=CC[C@H]1CO1
* E_HOMO: -0.3694 Eh

This record from the OMol25 dataset describes C4H6O2 in the gas phase. The level of theory is ωB97M-V with the def2-TZVPD basis set.

```
12
Properties=species:S:1:pos:R:3:lowdin_charge:R:1
C -1.214 -0.504 0.709 -0.0678
C 0.198 -0.303 1.277 -0.2486
C 0.585 1.249 -0.983 -0.1731
O -0.053 2.209 -1.217 0.1562
C 1.282 0.148 -0.770 -0.1507
O 1.224 -0.638 0.354 -0.1183
H -1.717 0.441 0.483 0.0719
H -1.152 -1.088 -0.214 0.0872
H -1.840 -1.062 1.411 0.0734
H 0.383 -0.963 2.127 0.1195
H 0.347 0.733 1.622 0.1232
H 1.989 -0.179 -1.521 0.1272
```

* energy above the lowest of the compared OMol25 structures with the same formula, charge and spin: 226.51 kJ/mol
* SMILES: CCOC=C=O
* E_HOMO: -0.3057 Eh

In order of appearance, frontier orbital gap = 11.580, 10.586, 10.532, 8.312, 10.870, 8.891 eV.